C19H30F2NOSSi | ωB97M-V/def2-TZVPD

ORCA input file:
```
! wB97M-V def2-TZVPD RIJCOSX def2/J DEFGRID3
* xyz -1 1
C 5.700 0.247 0.644
C 5.231 0.877 -0.682
C 3.747 0.589 -1.019
C 3.478 0.503 -2.516
N 2.650 1.749 -2.914
C 3.136 2.803 -3.169
S 3.716 4.257 -3.480
C 2.631 -0.677 -2.878
F 2.071 -0.498 -4.131
F 3.482 -1.788 -2.998
C 1.497 -1.179 -1.985
C 0.506 -0.081 -1.578
Si -1.189 -0.716 -1.102
C -1.129 -1.286 0.681
C -1.753 -2.109 -2.231
C -2.376 0.743 -1.277
C -1.964 1.982 -0.784
C -2.768 3.104 -0.897
C -4.012 3.001 -1.498
C -4.440 1.783 -1.988
C -3.624 0.666 -1.888
H 6.438 -0.536 0.480
H 4.865 -0.223 1.170
H 6.114 0.980 1.338
H 5.792 0.420 -1.494
H 5.421 1.950 -0.682
H 3.157 1.418 -0.612
H 3.498 -0.350 -0.513
H 1.901 -1.674 -1.103
H 0.971 -1.955 -2.550
H 0.894 0.395 -0.670
H 0.447 0.718 -2.316
H -1.118 -0.449 1.380
H -0.224 -1.872 0.856
H -1.981 -1.919 0.938
H -1.318 -3.062 -1.933
H -1.469 -1.884 -3.259
H -2.839 -2.201 -2.183
H -0.993 2.078 -0.311
H -2.419 4.052 -0.509
H -4.636 3.882 -1.580
H -5.411 1.696 -2.460
H -3.968 -0.282 -2.283
C -3.531 -1.163 5.098
C -2.365 -1.220 4.121
C -1.183 -1.986 4.694
O -1.965 0.101 3.760
H -3.231 -0.646 6.014
H -4.364 -0.612 4.662
H -3.875 -2.163 5.365
H -2.686 -1.697 3.195
H -0.816 -1.493 5.600
H -0.365 -2.010 3.974
H -1.457 -3.011 4.947
H -1.670 0.542 4.565
*
```

## Properties
highest occupied orbital energy: -2.663 eV


C19H30N2O3 | ωB97M-V/def2-TZVPD

ORCA input file:
```
! wB97M-V def2-TZVPD RIJCOSX def2/J DEFGRID3
* xyz 0 1
N -4.424 -0.377 4.120
C -3.983 -1.357 3.141
C -2.570 -1.901 3.264
C -1.881 -1.794 4.476
C -0.598 -2.296 4.645
C -0.029 -2.931 3.566
C -0.695 -3.049 2.349
C -1.971 -2.529 2.161
C -2.665 -2.644 0.825
C -2.793 -1.331 0.015
C -1.679 -0.312 0.246
C -1.998 1.068 -0.323
O -1.550 1.151 -1.676
C 0.205 -3.791 1.417
O 0.105 -3.947 0.234
N 1.340 -4.253 2.178
C 1.311 -3.564 3.438
O 2.249 -3.461 4.179
H -4.465 -0.758 5.055
H -3.814 0.430 4.115
H -4.106 -0.900 2.159
H -4.674 -2.204 3.166
H -2.349 -1.295 5.315
H -0.058 -2.198 5.577
H -2.092 -3.339 0.217
H -3.654 -3.091 0.955
H -2.762 -1.613 -1.040
H -3.766 -0.858 0.164
H -1.464 -0.186 1.310
H -0.760 -0.656 -0.234
H -3.072 1.274 -0.253
H -1.475 1.819 0.279
H -1.309 2.066 -1.833
H 1.345 -5.259 2.299
C 4.751 2.162 -4.882
C 3.335 1.748 -4.495
C 2.396 2.930 -4.263
C 2.806 3.862 -3.122
C 2.957 3.182 -1.762
C 1.664 2.552 -1.254
H 5.232 2.743 -4.093
H 5.375 1.288 -5.070
H 4.744 2.769 -5.790
H 3.370 1.115 -3.604
H 2.917 1.126 -5.291
H 1.387 2.549 -4.081
H 2.332 3.518 -5.185
H 2.059 4.659 -3.039
H 3.746 4.360 -3.375
H 3.299 3.927 -1.039
H 3.739 2.420 -1.806
H 0.876 3.307 -1.168
H 1.808 2.106 -0.268
H 1.308 1.763 -1.918
*
```

## Properties
highest occupied orbital energy: -9.650 eV
energy relative to the best compared isomer or geometry (same formula, charge and spin): 1.242 eV
SMILES: NCc1ccc2c(c1CCCCO)C(=O)NC2=O.CCCCCC


C19H31ClN2RuS | ωB97M-V/def2-TZVPD

ORCA input file:
```
! wB97M-V def2-TZVPD RIJCOSX def2/J DEFGRID3
* xyz 2 5
C 0.128 0.669 -6.015
C 1.506 1.155 -5.764
C -0.137 -0.787 -5.950
C -1.001 1.617 -5.962
Cl 0.405 1.215 -2.138
H -0.173 -1.250 -6.972
H -1.081 -1.003 -5.409
H 0.642 -1.293 -5.343
H 2.034 1.428 -6.707
H 2.095 0.379 -5.238
H 1.535 2.026 -5.084
H -1.263 2.003 -6.971
H -0.789 2.477 -5.301
H -1.890 1.134 -5.516
C 1.786 -1.665 0.950
C 0.896 -2.279 0.027
C 1.213 -1.766 -1.290
H 0.212 -3.101 0.269
C 2.193 -0.688 -1.090
C 2.488 -0.626 0.307
H 3.255 0.008 0.755
H 1.993 -2.053 1.941
H 0.933 -2.231 -2.236
H 2.739 -0.151 -1.867
C -2.393 0.878 0.410
C -2.374 -0.372 1.076
C -1.969 -1.374 0.140
H -2.735 -0.534 2.097
C -1.977 -0.783 -1.188
C -2.235 0.659 -0.989
H -2.416 1.430 -1.744
H -2.583 1.853 0.857
H -1.769 -2.418 0.378
H -2.092 -1.330 -2.124
Ru -0.051 -0.172 -0.599
C -1.883 1.940 3.529
N -0.919 0.928 4.016
C -1.094 0.547 5.427
C 0.198 0.597 3.320
S 0.433 1.302 1.758
N 1.182 -0.139 3.934
C 0.897 -1.456 4.512
C 2.577 0.126 3.620
H -2.191 2.595 4.373
H -2.760 1.426 3.093
H -1.404 2.536 2.734
H -1.511 -0.474 5.480
H -0.132 0.579 5.968
H -1.820 1.238 5.892
H 1.704 -2.146 4.242
H 0.868 -1.390 5.608
H -0.044 -1.879 4.144
H 2.984 -0.639 2.958
H 2.640 1.096 3.127
H 3.150 0.155 4.551
*
```

## Properties
highest occupied orbital energy (alpha / beta): -12.132 / -13.577 eV
expectation value of S²: 6.07


C19H31F12N3O9PS | ωB97M-V/def2-TZVPD

ORCA input file:
```
! wB97M-V def2-TZVPD RIJCOSX def2/J DEFGRID3
* xyz 1 1
C 5.276 -1.710 0.442
C 4.535 -0.705 -0.413
O 3.107 -1.019 -0.311
N 2.334 0.147 -0.620
C 1.099 -0.142 -0.029
N 0.798 0.385 1.166
N 0.231 -0.915 -0.639
P -1.335 -1.335 0.081
S -1.282 -2.075 1.836
H 5.634 -1.225 1.344
H 4.594 -2.507 0.724
H 6.135 -2.115 -0.080
H 4.628 0.310 -0.049
H 4.814 -0.765 -1.463
H 2.249 0.210 -1.635
H 1.427 1.170 1.373
H 0.808 -0.264 1.950
H 0.503 -1.289 -1.542
H -2.021 -0.137 -0.114
H -1.735 -2.227 -0.909
C -2.389 0.370 4.714
C -3.471 -0.555 5.220
O -4.445 0.162 6.009
C -5.365 0.817 5.320
O -5.475 0.880 4.131
C -6.362 1.500 6.293
F -5.718 2.114 7.288
F -7.171 0.574 6.819
F -7.095 2.392 5.643
H -1.911 0.895 5.541
H -1.633 -0.203 4.177
H -2.801 1.114 4.033
H -3.069 -1.310 5.892
H -3.979 -1.062 4.400
C -4.796 -5.439 -4.567
C -3.862 -5.968 -3.506
O -2.475 -5.650 -3.821
C -2.057 -4.451 -3.515
O -2.663 -3.558 -2.991
C -0.562 -4.312 -3.900
F -0.309 -4.805 -5.102
F 0.198 -4.945 -2.998
F -0.206 -3.015 -3.895
H -4.516 -5.822 -5.547
H -5.813 -5.760 -4.346
H -4.778 -4.351 -4.603
H -3.881 -7.053 -3.459
H -4.097 -5.574 -2.519
C 0.773 0.230 -5.729
C 0.698 1.013 -4.440
O 1.205 2.350 -4.577
C 0.348 3.236 -5.082
O -0.779 3.034 -5.411
C 1.018 4.633 -5.136
F 2.256 4.554 -5.625
F 1.086 5.127 -3.890
F 0.305 5.454 -5.886
H 1.792 0.232 -6.115
H 0.470 -0.802 -5.550
H 0.120 0.656 -6.489
H 1.336 0.545 -3.686
H -0.320 1.047 -4.049
C 2.541 4.979 4.620
C 3.618 4.850 3.571
O 4.182 3.501 3.559
C 3.522 2.589 2.915
O 2.490 2.696 2.298
C 4.269 1.233 2.975
F 4.695 0.933 4.189
F 5.308 1.248 2.137
F 3.437 0.257 2.567
H 2.927 4.703 5.601
H 2.198 6.011 4.659
H 1.688 4.341 4.392
H 4.469 5.489 3.788
H 3.253 5.084 2.573
*
```

## Properties
highest occupied orbital energy: -12.726 eV
energy relative to the best compared isomer or geometry (same formula, charge and spin): 0.000 eV